{
  "formula": "C9H22Cl2O4P3S",
  "method": "ωB97M-V/def2-TZVPD",
  "symbols": ["C", "C", "P", "S", "C", "C", "C", "O", "C", "C", "O", "C", "C", "P", "O", "Cl", "P", "O", "Cl", "H", "H", "H", "H", "H", "H", "H", "H", "H", "H", "H", "H", "H", "H", "H", "H", "H", "H", "H", "H", "H", "H"],
  "xyz": [[3.690, -1.365, 0.884], [3.112, -0.573, -0.057], [1.306, -0.679, -0.692], [1.750, 1.425, -1.648], [1.018, -2.452, -0.073], [0.501, -2.714, 1.353], [0.770, 0.126, 1.009], [0.883, 1.556, 1.076], [-0.011, 2.134, 1.990], [-1.147, 2.838, 1.267], [-2.299, 2.010, 1.151], [-3.023, 2.273, -0.044], [-4.177, 1.279, -0.172], [-0.868, -0.405, -1.492], [-1.874, -0.949, -0.273], [-1.235, -1.895, -2.877], [2.299, -1.387, -2.696], [1.614, -0.654, -4.023], [1.966, -3.474, -3.119], [3.935, -0.985, 1.879], [3.892, -2.420, 0.717], [3.685, 0.268, -0.457], [0.747, 1.567, -2.521], [1.899, -3.081, -0.204], [0.254, -2.869, -0.735], [1.225, -2.409, 2.108], [-0.482, -2.290, 1.543], [0.404, -3.799, 1.478], [1.399, -0.234, 1.821], [-0.278, -0.093, 1.199], [-0.404, 1.420, 2.721], [0.535, 2.892, 2.563], [-1.403, 3.754, 1.819], [-0.797, 3.157, 0.282], [-2.345, 2.166, -0.896], [-3.420, 3.296, -0.036], [-4.107, 0.725, -1.108], [-5.148, 1.771, -0.162], [-4.135, 0.557, 0.642], [-2.095, -0.191, 0.286], [2.363, -0.293, -4.506]],
  "lowdin_charge": [-0.10, -0.41, 0.19, 0.35, -0.44, -0.16, -0.34, -0.27, -0.22, -0.19, -0.17, -0.29, -0.07, 0.41, -0.44, 0.16, 0.41, -0.51, 0.00, 0.04, 0.04, 0.02, -0.25, 0.04, 0.01, 0.05, 0.05, 0.06, 0.08, 0.05, 0.13, 0.12, 0.12, 0.13, 0.09, 0.11, 0.07, 0.06, 0.07, -0.01, 0.01],
  "energy_ha": -2999.65284,
  "lumo_ev": 3.0,
  "gap_ev": 6.573,
  "charge": -1
}


{
  "formula": "C2H3N3O2",
  "method": "ωB97M-V/def2-TZVPD",
  "symbols": ["C", "C", "H", "H", "H", "N", "N", "N", "O", "O"],
  "xyz": [[-0.928, 0.367, 0.169], [1.016, -0.200, 0.042], [-2.272, 0.465, 1.636], [0.876, -0.416, -2.123], [2.422, -0.823, 1.125], [-0.889, -0.009, -1.015], [0.484, -0.318, -1.165], [0.082, 0.045, 0.977], [-2.199, 0.696, 0.662], [2.288, -0.477, 0.152]],
  "lowdin_charge": [-0.55, -0.50, 0.13, 0.18, 0.19, 0.12, 0.10, 0.19, 0.03, 0.10],
  "energy_ha": -392.73441,
  "lumo_ev": 0.4,
  "gap_ev": 9.842,
  "charge": 0,
  "de_lowest_kcal_mol": 37.1
}


{
  "formula": "C40H69Cl40F2N2O2",
  "method": "ωB97M-V/def2-TZVPD",
  "symbols": ["C", "C", "C", "N", "C", "C", "C", "O", "C", "C", "C", "F", "C", "C", "C", "C", "C", "C", "C", "C", "C", "N", "C", "C", "O", "F", "H", "H", "H", "H", "H", "H", "H", "H", "H", "H", "H", "H", "H", "H", "H", "H", "H", "H", "H", "H", "H", "H", "H", "H", "H", "H", "H", "H", "H", "C", "Cl", "Cl", "H", "H", "C", "Cl", "Cl", "H", "H", "C", "Cl", "Cl", "H", "H", "C", "Cl", "Cl", "H", "H", "C", "Cl", "Cl", "H", "H", "C", "Cl", "Cl", "H", "H", "C", "Cl", "Cl", "H", "H", "C", "Cl", "Cl", "H", "H", "C", "Cl", "Cl", "H", "H", "C", "Cl", "Cl", "H", "H", "C", "Cl", "Cl", "H", "H", "C", "Cl", "Cl", "H", "H", "C", "Cl", "Cl", "H", "H", "C", "Cl", "Cl", "H", "H", "C", "Cl", "Cl", "H", "H", "C", "Cl", "Cl", "H", "H", "C", "Cl", "Cl", "H", "H", "C", "Cl", "Cl", "H", "H", "C", "Cl", "Cl", "H", "H", "C", "Cl", "Cl", "H", "H"],
  "xyz": [[0.699, -0.694, 4.022], [-0.039, 0.572, 3.743], [-0.894, 1.179, 4.801], [0.120, 1.108, 2.575], [-0.936, 1.031, 1.629], [-0.825, 0.012, 0.463], [-1.490, 0.565, -0.834], [-2.418, -0.405, -1.272], [-0.536, 0.775, -2.054], [0.654, -0.182, -2.123], [0.275, -1.650, -2.111], [1.250, -2.396, -2.744], [-2.034, 1.948, -0.340], [-3.511, 2.353, -0.371], [-4.642, 1.404, 0.031], [-4.577, 0.696, 1.357], [-4.434, -0.694, 1.336], [-4.404, -1.472, 2.490], [-4.514, -0.819, 3.722], [-4.679, 0.560, 3.757], [-4.711, 1.324, 2.594], [-1.266, 2.313, 0.893], [-0.184, 3.318, 0.704], [1.081, 2.853, 0.000], [1.493, 3.438, -0.968], [1.767, 1.829, 0.490], [0.539, -1.400, 3.216], [0.495, -1.100, 5.007], [1.762, -0.429, 3.991], [-1.108, 0.477, 5.597], [-1.821, 1.504, 4.320], [-0.425, 2.080, 5.192], [-1.835, 0.851, 2.226], [0.243, -0.192, 0.409], [-1.243, -0.910, 0.863], [-3.035, -0.005, -1.893], [-1.158, 0.571, -2.916], [-0.181, 1.798, -2.132], [1.345, 0.070, -1.320], [1.200, 0.033, -3.041], [0.181, -2.019, -1.093], [-0.661, -1.780, -2.650], [-1.620, 2.657, -1.057], [-3.583, 3.234, 0.276], [-3.720, 2.698, -1.381], [-5.536, 2.025, 0.059], [-4.823, 0.683, -0.757], [-4.364, -1.214, 0.391], [-4.291, -2.531, 2.396], [-4.474, -1.410, 4.623], [-4.793, 1.028, 4.722], [-4.856, 2.394, 2.642], [-1.930, 2.839, 1.466], [0.120, 3.703, 1.678], [-0.530, 4.167, 0.131], [3.225, 2.498, 3.265], [4.429, 1.572, 4.183], [2.336, 3.623, 4.312], [3.732, 3.066, 2.493], [2.520, 1.805, 2.820], [0.901, 2.956, -4.763], [-0.696, 2.181, -4.876], [2.185, 1.832, -5.195], [0.935, 3.795, -5.442], [1.058, 3.296, -3.743], [7.479, 0.605, 2.437], [8.565, 1.836, 1.773], [6.688, -0.329, 1.165], [8.053, -0.067, 3.061], [6.708, 1.099, 3.016], [2.556, -5.464, -2.421], [0.973, -6.245, -2.543], [3.868, -6.571, -2.842], [2.579, -4.620, -3.099], [2.698, -5.129, -1.401], [10.953, -0.102, 4.157], [10.789, -1.750, 3.530], [9.610, 0.319, 5.227], [11.878, -0.029, 4.713], [10.963, 0.587, 3.320], [-3.343, 0.757, -7.259], [-5.032, 0.720, -7.767], [-3.183, 0.732, -5.497], [-2.837, -0.110, -7.665], [-2.885, 1.666, -7.632], [3.336, 3.799, 8.443], [1.626, 3.661, 8.883], [3.794, 2.602, 7.226], [3.510, 4.790, 8.039], [3.935, 3.645, 9.330], [-7.423, 2.484, 5.386], [-6.017, 3.423, 4.853], [-8.272, 1.754, 4.022], [-7.082, 1.696, 6.048], [-8.102, 3.147, 5.908], [10.619, -4.172, 6.537], [11.843, -5.091, 7.419], [9.757, -3.043, 7.590], [11.107, -3.607, 5.752], [9.902, -4.865, 6.112], [-0.975, 6.573, -4.298], [-2.676, 6.491, -3.822], [-0.598, 5.424, -5.588], [-0.758, 7.575, -4.649], [-0.362, 6.338, -3.436], [14.054, -1.501, 1.810], [14.136, -0.948, 3.486], [13.663, -0.179, 0.706], [15.015, -1.916, 1.534], [13.280, -2.256, 1.735], [0.388, 4.169, -9.333], [0.521, 3.156, -7.885], [1.723, 5.317, -9.449], [0.401, 3.527, -10.205], [-0.544, 4.720, -9.286], [-2.540, -7.176, -4.366], [-4.238, -7.182, -4.868], [-2.384, -7.193, -2.608], [-2.054, -8.056, -4.769], [-2.069, -6.279, -4.751], [-7.942, 3.234, -2.118], [-7.212, 1.625, -2.192], [-7.312, 4.178, -0.760], [-7.719, 3.759, -3.039], [-9.013, 3.123, -1.997], [5.488, 0.975, -3.155], [5.254, -0.626, -3.861], [4.163, 1.404, -2.065], [6.414, 0.979, -2.592], [5.528, 1.706, -3.953], [-6.751, -8.060, -2.500], [-7.860, -6.691, -2.332], [-7.564, -9.487, -3.152], [-5.954, -7.777, -3.177], [-6.350, -8.304, -1.523], [-1.664, -4.669, 4.463], [-2.657, -3.289, 3.949], [-2.302, -6.191, 3.846], [-0.658, -4.533, 4.083], [-1.654, -4.707, 5.546], [-4.966, -8.610, -8.518], [-6.565, -9.345, -8.664], [-3.680, -9.758, -8.912], [-4.904, -7.770, -9.200], [-4.830, -8.275, -7.497], [-7.440, 2.606, -10.438], [-6.297, 3.833, -11.002], [-8.238, 1.794, -11.787], [-6.901, 1.868, -9.855], [-8.193, 3.087, -9.825], [2.378, 1.936, 12.024], [2.454, 1.002, 13.519], [3.696, 3.114, 11.918], [2.453, 1.257, 11.184], [1.436, 2.470, 11.992]],
  "lowdin_charge": [0.01, -0.34, 0.01, 0.09, -0.26, 0.00, -0.37, 0.02, -0.15, -0.16, -0.18, -0.04, -0.14, -0.09, -0.18, -0.22, -0.03, -0.13, -0.12, -0.12, -0.08, 0.02, 0.02, -0.43, 0.15, 0.13, 0.09, 0.08, 0.09, 0.09, 0.08, 0.09, 0.14, 0.11, 0.14, 0.11, 0.06, 0.08, 0.09, 0.09, 0.12, 0.12, 0.14, 0.13, 0.13, 0.06, 0.08, 0.11, 0.04, 0.07, 0.07, 0.07, 0.18, 0.14, 0.15, -0.99, 0.54, 0.51, 0.03, -0.02, -1.07, 0.49, 0.54, -0.12, 0.02, -1.05, 0.51, 0.50, -0.04, -0.05, -1.04, 0.48, 0.51, 0.01, 0.02, -1.02, 0.52, 0.53, -0.01, 0.01, -1.00, 0.53, 0.47, 0.03, 0.02, -1.01, 0.50, 0.48, 0.03, -0.03, -0.99, 0.54, 0.53, 0.03, 0.03, -1.04, 0.51, 0.49, -0.02, 0.02, -0.98, 0.51, 0.58, 0.03, 0.02, -1.02, 0.53, 0.51, 0.03, 0.01, -0.99, 0.54, 0.52, 0.03, 0.03, -0.99, 0.57, 0.50, 0.03, 0.03, -0.99, 0.55, 0.52, 0.03, 0.03, -1.02, 0.51, 0.50, 0.02, 0.02, -1.05, 0.49, 0.51, -0.08, 0.03, -1.00, 0.61, 0.54, 0.02, 0.03, -1.04, 0.51, 0.50, 0.02, -0.03, -1.04, 0.49, 0.51, -0.02, 0.02, -1.04, 0.52, 0.53, 0.02, 0.02],
  "energy_ha": -20432.56487,
  "lumo_ev": -2.9,
  "gap_ev": 8.606,
  "charge": 1
}


Values for HOMO energy, eV, ordered as above
-3.55 -9.40 -11.54